Entry 1:
7 unconnected molecules or ions with the total composition C47H41BrN2O27S in a non-equilibrium geometry. Source: the OMol25 dataset; level of theory: ωB97M-V/def2-TZVPD.

Structure (XYZ):
```
119
Properties=species:S:1:pos:R:3:forces:R:3:mulliken_charge:R:1
Br 3.675 -4.466 -7.106 -0.5 0.3 0.5 -0.117
S -1.680 -2.098 -6.805 -0.1 0.0 0.3 -0.206
O -1.038 -8.855 -1.146 -0.8 0.9 0.8 -0.574
O -0.369 4.585 7.291 -0.3 0.3 -0.2 -0.620
O -4.452 3.708 4.034 0.3 -0.2 0.1 -0.554
O -3.936 -5.497 -2.708 -0.1 0.1 0.5 -0.653
O 9.059 3.141 -5.179 -1.1 -0.2 0.8 -0.561
O 3.370 -1.623 -1.564 -0.2 0.1 0.4 -0.527
O -5.222 5.342 8.611 0.0 0.6 1.2 -0.497
O 7.236 1.354 -4.229 0.3 0.4 -0.1 -0.647
O 1.205 -2.074 -7.640 0.3 -1.0 -1.4 -0.272
O -2.064 8.471 10.150 -0.2 0.0 0.4 -0.626
O 5.479 -4.250 2.523 0.1 0.0 -0.5 -0.604
O 2.704 -0.795 0.945 0.7 -0.8 -0.8 -0.608
O -4.932 0.316 3.620 0.0 -0.5 -0.4 -0.744
O 4.965 4.602 -1.695 1.1 0.2 -0.8 -0.561
O -4.041 -0.065 -1.588 -0.2 0.3 0.2 -0.610
O 6.734 6.404 -2.714 -0.3 -0.4 0.1 -0.603
O -1.745 -8.077 1.366 0.0 0.0 -0.4 -0.613
O -3.737 -1.956 2.708 -0.6 1.3 -0.3 -0.548
O -1.826 6.741 6.492 0.2 -1.3 0.0 -0.631
O -3.254 8.711 12.588 0.0 -0.6 -1.2 -0.559
O 0.847 -3.991 -9.089 1.7 2.8 4.2 -0.565
O -4.578 -4.658 -0.188 0.7 -0.8 -0.8 -0.536
O 0.246 -3.782 -4.850 1.4 -1.1 2.3 -0.182
O -5.155 2.242 -0.667 0.5 -1.3 0.3 -0.574
O 6.213 -5.021 0.017 -0.8 0.9 0.8 -0.567
O -6.461 5.649 11.017 0.3 0.0 -0.4 -0.618
O -3.048 1.542 4.905 0.1 1.8 0.1 -0.533
N 2.354 -3.071 -4.295 -0.6 0.6 -2.2 -0.138
N 0.989 -5.701 -3.257 -1.1 5.0 -2.7 -0.605
C -4.222 0.008 -0.386 0.3 -0.7 -0.1 0.962
C 2.092 -0.425 -5.823 0.4 -1.3 -1.7 -1.118
C -3.527 3.929 4.797 -0.4 0.6 -0.2 0.988
C 0.776 -4.691 -3.886 -0.8 -2.9 -0.1 0.552
C -2.998 -2.404 -5.536 -0.6 -0.6 1.7 -0.495
C 6.054 2.925 -2.929 0.2 -0.3 -0.2 -0.931
C 7.951 4.824 -3.968 -0.2 0.3 0.2 -0.879
C -2.464 -7.193 -1.998 -0.3 0.3 -0.1 -0.883
C -3.604 6.894 9.315 0.2 0.2 0.1 -0.686
C 4.078 -2.497 1.807 0.2 -0.2 0.1 -0.823
C 5.941 4.201 -2.555 -1.1 -0.2 0.9 0.391
C -3.718 -5.700 -0.378 -0.7 0.8 0.8 0.275
C -3.174 -6.342 0.658 0.2 -0.2 0.1 -0.842
C -2.248 -7.459 0.443 -0.2 0.2 0.7 0.846
C 3.556 -1.844 0.766 -0.7 0.9 0.7 0.287
C -4.838 1.237 0.194 -0.5 1.3 -0.4 0.308
C -3.408 -6.092 -1.783 0.3 -0.4 -0.7 1.014
C -1.315 4.358 6.555 0.4 -0.8 0.2 0.989
C 5.341 -3.991 0.195 0.8 -1.0 -0.8 0.329
C -3.779 7.885 11.641 0.0 0.6 1.2 0.353
C -3.850 -1.073 0.533 0.0 0.2 -0.4 -0.880
C -1.918 -7.833 -0.961 0.8 -0.9 -0.8 0.378
C -2.154 5.488 6.066 -0.2 1.3 0.0 0.142
C -2.476 -2.549 -4.025 -0.4 -0.2 0.9 -0.112
C -1.671 3.001 6.128 0.2 0.4 0.2 -0.763
C 8.066 3.547 -4.340 1.1 0.2 -0.8 0.386
C -5.070 1.347 1.504 0.0 -0.1 0.5 -0.884
C -4.720 0.256 2.418 -0.4 0.7 -0.1 1.008
C -2.704 2.795 5.308 0.1 -1.6 -0.1 0.321
C 1.761 -4.152 -6.654 -0.5 -0.3 -1.2 -0.226
C -4.890 7.182 11.874 -0.2 -0.2 -0.1 -0.970
C 6.878 5.245 -3.062 0.6 0.5 -0.3 0.833
C 7.113 2.509 -3.854 -0.5 -0.4 0.3 0.960
C 4.358 -0.592 -4.528 -0.1 -1.1 0.1 -0.177
C 1.206 -3.465 -8.024 -0.8 -0.5 0.8 0.398
C 3.880 -2.231 -0.636 0.3 -0.4 -0.6 0.927
C -4.712 6.189 9.549 0.0 -0.6 -1.2 0.215
C 1.409 -3.097 -5.469 1.5 -1.6 0.6 0.725
C -0.324 -1.027 -6.131 0.0 0.9 0.7 -1.107
C 1.153 -1.700 -6.217 -2.1 0.5 -0.2 0.122
C -5.442 6.295 10.845 -0.3 0.1 0.7 0.798
C 4.816 -3.340 -0.845 -0.3 0.4 -0.2 -0.832
C 3.668 -0.707 -5.997 0.3 1.7 1.0 -0.195
C -3.185 5.284 5.244 -0.2 -0.2 -0.2 -0.875
C -3.065 7.800 10.335 0.3 -0.1 -0.7 0.935
C -4.079 -0.961 1.843 0.5 -1.3 0.4 0.312
C 4.996 -3.622 1.598 -0.2 0.2 0.7 0.816
H 8.925 2.180 -5.294 0.1 0.1 0.0 0.348
H -2.158 -3.619 -3.736 -0.5 1.7 -0.8 -0.183
H -5.519 2.231 1.937 0.0 0.0 0.0 0.504
H -3.488 -3.418 -5.807 1.0 1.7 0.1 0.281
H -3.827 1.660 4.317 0.0 -0.3 0.3 0.250
H 2.154 -2.216 -3.758 0.6 -0.5 -0.3 0.109
H -5.419 7.236 12.817 0.0 0.0 0.0 0.412
H 2.467 -0.497 0.046 0.0 0.0 0.2 0.331
H 3.927 -1.669 -6.551 -0.6 1.2 0.9 0.114
H 5.003 0.341 -4.403 -0.7 -1.5 -0.3 -0.252
H 5.056 -3.599 -1.867 0.0 0.0 0.0 0.452
H -4.006 -1.636 3.592 0.1 -0.1 -0.1 0.350
H 8.635 5.587 -4.315 0.0 0.0 0.0 0.413
H -1.064 2.188 6.505 0.0 0.0 0.0 0.448
H 3.332 -3.125 -4.609 -0.6 0.3 0.3 0.221
H -4.892 1.920 -1.552 -0.1 0.1 0.1 0.340
H 1.816 0.405 -6.569 0.1 -1.3 1.3 0.479
H 5.380 2.158 -2.570 0.0 0.0 0.0 0.530
H -3.067 6.828 8.379 -0.1 0.1 0.0 0.563
H -3.850 -1.633 -5.542 1.6 -0.9 -0.3 0.353
H -6.022 4.954 9.019 0.1 0.0 -0.1 0.349
H 3.577 -0.584 -3.674 1.3 0.1 -1.5 -0.009
H -0.269 -0.100 -6.823 0.0 -1.7 1.1 0.445
H -2.458 9.104 12.178 -0.1 0.0 0.1 0.351
H 6.445 -5.324 0.917 0.0 0.0 -0.2 0.344
H 4.128 0.157 -6.616 -0.9 -1.5 0.8 0.390
H 3.849 -2.227 2.829 0.0 0.0 0.0 0.435
H 4.964 -1.565 -4.355 -0.6 1.9 -0.1 0.186
H 1.781 -0.113 -4.770 0.6 -0.4 -1.4 0.394
H -3.387 -1.952 0.103 0.0 0.0 0.0 0.471
H -3.392 -6.069 1.682 0.0 0.0 0.0 0.454
H -1.603 -1.869 -3.745 -1.2 -0.8 -0.6 0.059
H -3.342 -2.267 -3.312 1.4 -0.4 -1.2 0.227
H -0.790 -9.149 -0.248 0.0 0.0 -0.2 0.347
H -0.545 -0.588 -5.082 0.3 -1.0 -1.6 0.387
H -3.800 6.096 4.880 0.0 0.0 0.0 0.439
H -2.234 -7.456 -3.022 0.0 0.0 0.0 0.458
H 1.367 -5.224 -6.497 0.4 2.0 0.0 0.520
H -4.833 -4.365 -1.086 0.0 -0.1 0.1 0.340
H -1.048 6.623 7.073 0.0 0.1 -0.1 0.357
H 5.095 5.565 -1.584 -0.1 -0.1 0.0 0.351
```
Forces are in eV/Å.

Values from the calculation:
* SMILES: CCC[C@@]1(CSCC)OC(=O)[C@@H](Br)[C@]1(N)OC#N.O=C1C=C(O)C(=O)C=C1O.O=C1C=C(O)C(=O)C=C1O.O=C1C=C(O)C(=O)C=C1O.O=C1C=C(O)C(=O)C=C1O.O=C1C=C(O)C(=O)C=C1O.O=C1C=C(O)C(=O)C=C1O
* maximum force: 5.8 eV Å⁻¹
* net charge: 0
* LUMO level: -1.98 eV
* Kohn-Sham gap: 6.73 eV

***

Entry 2:
2 unconnected molecules or ions with the total composition C2H3O2S2 in a non-equilibrium geometry. Source: the OMol25 dataset; level of theory: ωB97M-V/def2-TZVPD.

Structure (XYZ):
```
9
Properties=species:S:1:pos:R:3:forces:R:3:nbo_charge:R:1
S -1.662 0.563 -1.154 -0.1 -0.2 -0.2 -0.145
S 2.002 -1.062 -0.704 1.2 -0.3 0.4 1.633
O 3.040 -0.635 0.245 -1.3 -0.4 -1.0 -0.879
O 2.357 -2.229 -1.505 -0.4 0.9 0.7 -0.875
C -1.261 -0.375 0.435 -1.5 0.5 1.2 -0.650
C -0.853 1.076 0.370 -1.7 -0.2 1.0 -0.578
H -2.291 -0.358 1.085 2.1 -0.3 -1.5 0.125
H 0.200 1.264 0.238 0.2 0.5 0.2 0.184
H -1.530 1.754 0.990 1.6 -0.4 -0.8 0.185
```
Forces are in eV/Å.

Values from the calculation:
* maximum force: 2.5 eV Å⁻¹
* energy above the lowest of the compared OMol25 structures with the same formula, charge and spin: 87.25 kcal per mole
* net charge: -1
* LUMO level (spin up / spin down): 2.65 / 2.65 eV
* Kohn-Sham gap (spin up / spin down): 5.17 / 5.17 eV

***

Entry 3:
2 unconnected molecules or ions with the total composition C5H12S in a non-equilibrium geometry. Source: the OMol25 dataset; level of theory: ωB97M-V/def2-TZVPD.

Structure (XYZ):
```
18
Properties=species:S:1:pos:R:3:forces:R:3:nbo_charge:R:1
S 1.129 -0.535 0.219 0.5 0.6 -2.6 0.786
C -2.981 0.842 0.060 0.5 -2.0 4.1 -0.624
C 2.317 0.638 0.379 -1.4 0.4 -1.3 -1.007
C -0.669 0.207 0.226 1.3 -0.4 2.4 -0.357
C -1.827 0.099 -0.440 2.2 -0.2 0.7 -0.198
C 1.379 -1.126 -1.575 -1.8 -0.9 -0.5 -0.779
H 2.958 0.652 1.237 -0.3 -0.1 0.3 0.233
H 1.896 -0.777 2.978 -0.4 0.0 -0.2 0.008
H 0.875 -2.101 -1.828 -0.5 1.1 0.6 0.219
H -3.788 0.185 0.468 0.5 0.3 -0.4 0.217
H -1.894 -0.519 -1.297 0.0 -0.4 -1.0 0.210
H 2.236 1.513 -0.316 0.3 -0.9 0.8 0.213
H -2.566 1.388 0.936 -0.8 0.1 -0.6 0.215
H 2.363 -1.439 -1.800 1.7 0.1 0.9 0.238
H 1.202 -0.407 -2.391 -0.6 0.2 0.8 0.225
H -3.390 1.461 -0.615 -1.4 2.3 -2.4 0.216
H -0.606 0.642 1.326 -0.4 -0.3 -2.5 0.207
H 1.366 -0.725 2.435 0.6 -0.1 1.0 -0.023
```
Forces are in eV/Å.

Values from the calculation:
* maximum force: 4.5 eV Å⁻¹
* energy above the lowest of the compared OMol25 structures with the same formula, charge and spin: 125.22 kcal per mole
* net charge: 0
* LUMO level: 0.87 eV
* Kohn-Sham gap: 8.15 eV

***

Entry 4:
3 unconnected molecules or ions with the total composition C3H10N2O2 in a non-equilibrium geometry. Source: the OMol25 dataset; level of theory: ωB97M-V/def2-TZVPD.

Structure (XYZ):
```
17
Properties=species:S:1:pos:R:3:forces:R:3:nbo_charge:R:1
O 1.050 -1.153 -1.882 -1.7 1.4 2.4 -0.494
O -1.405 1.920 0.978 -0.8 -1.5 0.9 -0.302
N -1.580 -0.305 1.690 -0.7 -0.7 0.5 -0.409
N 0.668 -0.868 0.511 0.1 0.4 -2.9 -0.268
C -1.050 0.704 1.086 0.8 2.6 -1.8 0.474
C 0.182 0.416 0.320 0.7 0.0 1.7 -0.224
C 1.299 1.401 0.596 1.1 0.6 2.4 -0.600
H 1.793 1.000 1.543 -0.1 0.8 -1.4 0.239
H 1.793 -1.687 -2.102 1.5 -1.3 -0.6 0.472
H 1.967 1.486 -0.230 0.7 0.0 -0.4 0.245
H -0.002 -1.570 0.774 -0.7 -0.7 0.6 0.443
H 0.921 2.406 0.860 -0.1 -0.6 -0.4 0.285
H -2.472 0.040 1.951 -1.7 -0.1 1.1 0.374
H -0.053 0.559 -0.716 -0.4 0.0 -1.6 0.358
H -2.274 -1.912 -2.751 0.0 0.0 0.0 0.042
H -2.097 -1.390 -2.257 0.0 0.0 0.0 -0.042
H 1.259 -1.048 -0.369 1.1 -0.8 -0.5 0.407
```
Forces are in eV/Å.

Values from the calculation:
* expectation value of S²: 1.10
* maximum force: 3.3 eV Å⁻¹
* energy above the lowest of the compared OMol25 structures with the same formula, charge and spin: 209.49 kcal per mole
* net charge: +1
* LUMO level (spin up / spin down): -10.14 / -10.12 eV
* 2S+1: 2
* Kohn-Sham gap (spin up / spin down): 6.07 / 5.61 eV

***

- What is the net charge in the first record?
  0